Entry 1:
Entry from the Open Molecules 2025 dataset: a molecular structure, C13H23N4O9P2 at a distorted geometry (ωB97M-V/def2-TZVPD).

Computed properties:
Total energy   -56807.0420 eV
Net charge   +1
F_max   0.38607 Eh/bohr

Each line ends with the Mulliken charge.
CARTESIAN COORDINATES (ANGSTROEM)
1 O 1.324 5.667 2.956  -0.5820
2 O 2.725 2.313 1.672  -0.8127
3 O -3.339 -2.407 -3.278  -0.6814
4 O -1.987 -6.357 -2.075  -0.7881
5 C 0.683 -4.495 -4.965  0.4274
6 O -2.033 -1.403 -2.554  -0.8449
7 O -3.059 -2.938 -0.764  -0.4640
8 O -3.429 -5.363 -1.755  -0.8968
9 O -2.577 -5.037 -4.282  -0.2312
10 O -1.364 -3.882 -2.358  -0.0062
11 C 0.684 5.202 3.886  0.7179
12 C 2.302 2.795 2.720  0.4845
13 C 1.927 -4.491 -4.546  -0.8604
14 C -0.559 -4.511 -5.395  -0.3520
15 C -1.424 1.325 0.354  -0.8704
16 C -0.254 1.887 0.791  0.4407
17 C 0.259 0.328 -0.696  -0.3121
18 N -1.083 0.357 -0.578  0.1684
19 N 3.135 3.233 3.673  -0.1257
20 N 0.394 3.899 3.981  -0.2496
21 N 0.780 1.253 0.132  0.1686
22 C 0.189 6.095 4.997  -1.3165
23 C -1.511 -5.615 -5.038  -0.6059
24 C 4.596 3.192 3.592  -0.9272
25 C -0.113 3.075 1.722  -0.7906
26 C 0.772 2.878 2.981  -0.0036
27 P -2.436 -2.782 -2.202  0.8893
28 P -2.309 -5.070 -2.693  1.3312
29 H -2.795 -1.584 -3.205  0.4970
30 H -3.563 -3.776 -0.817  0.4599
31 H -2.860 -6.205 -1.673  0.4306
32 H 2.217 -5.029 -3.648  0.2686
33 H 2.704 -3.989 -5.115  0.2507
34 H -0.902 -3.716 -6.051  0.3382
35 H -2.426 1.633 0.632  0.4149
36 H 0.822 -0.295 -1.386  0.4887
37 H -1.728 -0.166 -1.178  0.2431
38 H 2.726 3.678 4.477  0.2339
39 H -0.149 3.609 4.781  0.2431
40 H 1.768 1.484 0.280  0.2460
41 H 0.692 5.833 5.926  0.3367
42 H -0.888 5.984 5.109  0.3613
43 H 0.418 7.130 4.743  0.3474
44 H -0.996 -6.425 -4.504  0.4303
45 H -1.921 -6.048 -5.957  0.3254
46 H 4.948 2.162 3.673  0.3012
47 H 5.035 3.782 4.399  0.3517
48 H 4.930 3.604 2.637  0.3114
49 H 0.281 3.916 1.147  0.3450
50 H -1.117 3.357 2.043  0.3752
51 H 0.507 1.911 3.409  0.4932



Entry 2:
Entry from the Open Molecules 2025 dataset: a gas-phase ion, C6H12N (charge +1) at a distorted geometry (ωB97M-V/def2-TZVPD).

Computed properties:
Relative energy (zero: lowest compared OMol25 entry of this formula, charge and spin)   684.0 kJ/mol
Total energy   -7892.9722 eV
Net charge   +1
F_max   0.10004 Eh/bohr

Each line ends with the Mulliken charge.
CARTESIAN COORDINATES (ANGSTROEM)
1 C 2.535 0.084 -0.274  -0.0112
2 C 3.588 -0.283 0.382  -0.7722
3 C 1.360 0.845 -0.623  -0.1850
4 C 0.152 0.751 0.357  -0.4219
5 C -0.852 -1.357 -0.278  -0.9681
6 C -2.288 0.767 0.197  -0.9467
7 N -1.023 0.154 -0.239  -0.0310
8 H 3.870 0.082 1.281  0.2956
9 H 4.180 -0.983 0.038  0.3133
10 H 1.849 1.961 -0.711  0.3366
11 H 0.888 0.652 -1.530  0.2849
12 H 0.345 0.233 1.217  0.4132
13 H 0.008 -1.707 -0.786  0.3512
14 H -0.961 -1.603 0.700  0.4862
15 H -1.710 -1.950 -0.881  0.3237
16 H -3.240 0.460 -0.301  0.3476
17 H -2.373 0.360 1.177  0.4020
18 H -2.245 1.787 0.302  0.3972
19 H -1.159 0.245 -1.257  0.3845



Entry 3:
Entry from the Open Molecules 2025 dataset: a single C4H6N2S molecule at a distorted geometry (ωB97M-V/def2-TZVPD).

Computed properties:
Relative energy (zero: lowest compared OMol25 entry of this formula, charge and spin)   721.3 kJ/mol
Total energy   -18053.4975 eV
Net charge   0
F_max   0.09184 Eh/bohr

Each line ends with the Mulliken charge.
CARTESIAN COORDINATES (ANGSTROEM)
1 C 1.977 -0.271 0.121  -0.0196
2 C -0.986 -0.738 0.088  0.0482
3 C -1.890 -1.644 -0.016  -0.4843
4 C 1.140 0.825 -0.639  -0.6560
5 N 1.451 -1.259 0.657  -0.4602
6 N -0.941 1.593 1.174  -0.5637
7 S -0.789 0.990 -0.228  0.1856
8 H 2.993 -0.212 0.081  0.4760
9 H -2.778 -1.546 -0.546  0.2999
10 H -1.729 -2.581 0.457  0.2461
11 H 1.545 1.868 -0.674  0.3770
12 H 1.431 0.493 -1.679  0.3201
13 H -1.424 2.481 1.203  0.2307



Entry 4:
Entry from the Open Molecules 2025 dataset: a molecular structure, C23H26AsN2S2Sn (ωB97M-V/def2-TZVPD).

Computed properties:
Relative energy (zero: lowest compared OMol25 entry of this formula, charge and spin)   26.1 kJ/mol
Total energy   -115589.3860 eV
Net charge   +1
F_max   0.01345 Eh/bohr

Each line ends with the Mulliken charge.
CARTESIAN COORDINATES (ANGSTROEM)
1 Sn -0.138 -0.567 0.066  0.4007
2 S 0.638 1.208 1.572  -0.3512
3 C 2.414 1.231 1.519  0.5331
4 C 3.035 1.808 2.636  -0.6671
5 C 4.405 1.981 2.675  -0.5746
6 C 5.198 1.581 1.603  -0.8055
7 C 4.601 1.005 0.499  0.0543
8 C 3.217 0.817 0.453  -0.3177
9 As 2.436 -0.079 -1.063  0.9554
10 C 2.820 -1.944 -0.658  0.3889
11 C 3.373 -2.329 0.558  -0.4333
12 C 3.535 -3.683 0.842  -0.7137
13 C 3.155 -4.642 -0.083  -0.5128
14 C 2.601 -4.256 -1.299  -0.7169
15 C 2.425 -2.911 -1.582  -0.3431
16 C 3.624 0.349 -2.514  0.1300
17 C 4.442 -0.597 -3.116  -0.1812
18 C 5.311 -0.197 -4.127  -0.6864
19 C 5.362 1.131 -4.524  -0.4961
20 C 4.541 2.074 -3.917  -0.7049
21 C 3.664 1.683 -2.916  -0.5570
22 H 2.425 2.128 3.471  0.4195
23 H 4.861 2.432 3.547  0.3927
24 H 6.271 1.711 1.632  0.4187
25 H 5.219 0.681 -0.331  0.4467
26 H 3.680 -1.588 1.284  0.3328
27 H 3.962 -3.983 1.790  0.4194
28 H 3.284 -5.693 0.142  0.4077
29 H 2.301 -5.004 -2.021  0.4144
30 H 1.977 -2.621 -2.527  0.5056
31 H 4.422 -1.633 -2.805  0.4167
32 H 5.955 -0.929 -4.596  0.4300
33 H 6.045 1.435 -5.306  0.4030
34 H 4.589 3.113 -4.217  0.4457
35 H 3.039 2.426 -2.430  0.6864
36 C -0.136 3.279 -5.250  -1.1677
37 C 0.712 2.903 -4.042  -0.6095
38 N -0.084 2.499 -2.881  0.0579
39 C -0.667 1.314 -2.700  0.1348
40 S -1.692 1.112 -1.313  -0.3415
41 N -0.456 0.351 -3.590  0.1813
42 C -1.142 -0.949 -3.629  -0.3724
43 C -2.417 -0.888 -4.449  -1.2658
44 H 0.505 3.577 -6.078  0.4107
45 H -0.795 4.113 -5.011  0.3501
46 H -0.761 2.451 -5.589  0.2383
47 H 1.317 3.749 -3.718  0.5349
48 H 1.425 2.108 -4.273  0.2281
49 H -0.310 3.186 -2.177  0.2792
50 H 0.057 0.598 -4.422  0.2485
51 H -1.347 -1.249 -2.604  0.1771
52 H -0.432 -1.664 -4.044  0.3086
53 H -3.134 -0.207 -3.992  0.3083
54 H -2.873 -1.877 -4.506  0.4073
55 H -2.218 -0.553 -5.469  0.3515